No. 1
{
  "formula": "C3H4S2",
  "method": "ωB97M-V with the def2-TZVPD basis set",
  "lumo_energy_ev": -1.11,
  "e_homo_ha": -0.332,
  "gap_ev": 7.92,
  "species": ["C", "C", "C", "S", "S", "H", "H", "H", "H"],
  "xyz": [[0.310, 1.610, -0.146], [0.245, 0.431, 0.095], [0.065, -0.856, 0.634], [0.502, -1.407, 2.308], [-0.464, -2.011, -0.366], [0.232, 2.478, -0.614], [-1.176, -0.361, -2.104], [1.328, -0.321, 2.587], [-1.043, 0.437, -2.395]],
  "forces_ev_per_a": [[0.0, -3.7, 1.1], [0.2, 1.1, 1.5], [0.5, -1.6, 0.3], [0.6, 2.0, -1.0], [-0.4, -0.6, 0.0], [-0.1, 3.5, -1.5], [0.4, 2.8, -1.2], [-0.8, -0.8, 0.0], [-0.6, -2.7, 0.8]]
}

=====

No. 2
{
  "formula": "C4H9NO",
  "method": "ωB97M-V with the def2-TZVPD basis set",
  "lumo_energy_ev": [3.48, 3.53],
  "e_homo_ha": [0.036, -0.165],
  "total_charge": -1,
  "multiplicity": 2,
  "gap_ev": [2.51, 8.02],
  "species": ["N", "C", "C", "C", "C", "H", "H", "H", "H", "H", "H", "H", "H", "H", "O"],
  "xyz": [[-1.234, -0.192, -0.124], [-0.814, 0.518, 0.969], [0.478, 0.736, 1.290], [0.919, 1.199, 2.589], [2.169, 1.305, 3.010], [-2.245, -0.231, -0.155], [-0.689, -0.918, -0.567], [-1.507, 1.092, 1.571], [1.236, 0.260, 0.653], [0.067, 1.496, 3.199], [2.638, 1.898, 3.796], [3.095, 1.136, 2.440], [-1.924, -2.367, -6.658], [-0.999, -2.959, -5.527], [-1.189, -2.975, -6.485]],
  "forces_ev_per_a": [[-1.1, 1.2, 1.3], [1.3, 0.2, -0.6], [1.0, -1.5, 0.0], [-1.0, 0.5, -0.7], [2.7, 1.0, 0.0], [0.1, -0.5, -0.7], [0.0, 0.0, 0.0], [-0.7, -0.5, -0.1], [-0.2, 0.3, 0.2], [0.3, 0.2, 0.4], [-1.4, -0.2, 1.0], [-1.0, -0.8, -0.9], [0.2, -0.1, 0.5], [-0.3, 0.3, -0.3], [0.1, -0.1, -0.1]]
}

=====

No. 3
{
  "formula": "C3H5Br2Cl3",
  "method": "ωB97M-V with the def2-TZVPD basis set",
  "lumo_energy_ev": 0.49,
  "e_homo_ha": -0.378,
  "gap_ev": 10.76,
  "species": ["Cl", "C", "Cl", "Cl", "H", "Br", "C", "C", "Br", "H", "H", "H", "H"],
  "xyz": [[-0.250, -1.352, 3.710], [-0.512, -1.858, 2.043], [-1.677, -0.812, 1.235], [-1.027, -3.547, 1.974], [0.433, -1.761, 1.525], [1.842, 1.006, -2.988], [0.230, 0.754, -1.941], [0.214, 1.626, -0.713], [1.401, 0.965, 0.662], [0.224, -0.304, -1.695], [-0.615, 0.976, -2.587], [-0.785, 1.665, -0.285], [0.521, 2.643, -0.941]],
  "forces_ev_per_a": [[0.0, 0.0, 0.0], [0.1, -0.1, 0.1], [-0.2, 0.0, 0.0], [0.0, 0.1, 0.0], [0.0, 0.0, -0.1], [0.0, 0.1, -0.1], [0.1, -0.2, 0.0], [-0.2, 0.2, -0.1], [0.2, 0.1, 0.1], [-0.2, 0.0, 0.1], [0.0, 0.1, 0.0], [0.0, -0.2, 0.1], [0.1, 0.0, 0.0]]
}

=====

In order of appearance, max |F| = 3.9 2.9 0.3 eV Å⁻¹.